(1)
Here is a cluster of 2 separate species, C5H10O in total from the OMol25 dataset. Energies are from wB97M-V/def2-TZVPD.

Each line ends with the Löwdin charge.
Geometry (Å):
1 C -0.63470 -1.40970 1.07058  -0.11
2 C -0.90020 -0.42399 -0.07458  -0.27
3 C -0.31757 0.93844 0.18700  -0.21
4 C -1.00111 1.99309 0.61827  0.00
5 C 2.23410 -0.23826 -1.59398  -0.16
6 O 1.53104 -0.09242 -2.56059  0.00
7 H -1.06575 -1.03572 2.00564  0.07
8 H 0.43848 -1.56196 1.23940  0.06
9 H -1.08134 -2.38706 0.85723  0.07
10 H -1.98250 -0.32642 -0.21978  0.11
11 H -0.48980 -0.82148 -1.01233  0.09
12 H -2.07441 1.94375 0.79069  0.06
13 H -0.51400 2.94569 0.80826  0.05
14 H 0.75245 1.06228 0.01778  0.08
15 H 2.04995 -1.03712 -0.84735  0.08
16 H 3.09953 0.42174 -1.38772  0.09

The calculation puts the strongest force on any atom at 0.6 eV/Å. Its HOMO-LUMO gap is 10.41 eV. As for the structure (SMILES): C=CCC.C=O. The value obtained for the energy above the lowest of the compared OMol25 structures with the same formula, charge and spin is 170.1 kJ/mol.



(2)
Here is a cluster of 2 separate species, C22H15F6N2O6S4 in total in a non-equilibrium geometry from the OMol25 dataset. Energies are from wB97M-V/def2-TZVPD.

Each line ends with the Löwdin charge.
Geometry (Å):
1 F -3.32352 -0.26197 -1.56446  0.08
2 C -2.40266 0.61098 -1.13827  -0.68
3 F -1.33261 0.60033 -1.96134  0.08
4 F -2.95064 1.84639 -1.06735  0.07
5 S -1.81951 0.07628 0.64101  0.69
6 C -0.22513 2.11415 1.98441  -0.52
7 C 0.89339 1.64683 1.07888  -0.24
8 C 1.13864 2.54956 0.06154  -0.07
9 C 2.19472 2.37046 -0.79860  -0.01
10 C 2.90476 1.17013 -0.76132  -0.23
11 C 3.80357 0.95303 -1.84623  -0.18
12 N 4.53282 0.91017 -2.76197  0.13
13 C 2.67072 0.25153 0.26292  0.01
14 C 1.62763 0.46390 1.16209  -0.01
15 O -3.04235 0.11325 1.43040  -0.45
16 O -1.03329 -1.13928 0.50298  -0.44
17 H -1.14009 1.89518 1.40655  0.03
18 H 0.50981 3.44251 0.02917  0.07
19 H 2.42983 3.16172 -1.50442  0.12
20 H 3.29143 -0.64055 0.32399  0.13
21 H 1.43079 -0.28574 1.92588  0.13
22 F -0.71289 6.53080 1.47927  0.07
23 C -1.29725 5.31545 1.18750  -0.78
24 F -2.59624 5.42279 1.57664  0.07
25 F -1.23667 5.20459 -0.15927  0.08
26 S -0.41492 3.97892 2.09701  1.04
27 N 1.53111 1.22152 5.28034  -0.24
28 S -0.25166 1.24976 4.75943  0.98
29 C -2.22886 1.42056 4.64192  -0.16
30 C -2.90817 0.54928 5.49411  -0.07
31 C -4.31231 0.44416 5.44300  -0.06
32 C -5.05259 1.24038 4.55373  -0.07
33 C -4.35689 2.02811 3.63028  -0.07
34 C -2.95303 2.13857 3.67704  -0.07
35 O -0.24428 1.19427 3.11233  -0.32
36 O -0.43750 -0.13699 5.20659  -0.38
37 S 2.59132 2.29425 4.64890  0.57
38 C 2.54485 4.17959 4.32424  -0.22
39 C 2.75457 4.71568 3.03531  -0.09
40 C 3.02323 6.08490 2.84197  -0.08
41 C 3.13785 6.93778 3.94602  -0.09
42 C 2.93579 6.41673 5.23011  -0.09
43 C 2.63963 5.05483 5.41334  -0.08
44 O 3.55991 2.24551 5.73575  -0.34
45 O 2.97892 1.83855 3.31924  -0.33
46 H -2.33615 -0.05437 6.20583  0.11
47 H -4.80867 -0.25515 6.12244  0.11
48 H -6.15067 1.24164 4.61178  0.11
49 H -4.92297 2.63777 2.92009  0.12
50 H -2.47052 2.85797 2.99277  0.06
51 H 2.72760 4.06630 2.15900  0.10
52 H 3.15525 6.48206 1.82937  0.11
53 H 3.38223 7.99504 3.80388  0.10
54 H 3.01426 7.08291 6.09325  0.10
55 H 2.50789 4.67570 6.42544  0.11

The calculation puts the strongest force on any atom at 5.1 eV/Å. Its HOMO-LUMO gap is 3.63 eV. Its total charge is -1. The value obtained for the energy above the lowest of the compared OMol25 structures with the same formula, charge and spin is 123.9 kJ/mol.